1.
Entry from OMol25: a 2-piece molecular cluster, CHFN2O overall in a non-equilibrium geometry (wB97M-V/def2-TZVPD).

XYZ file:
```
6
Properties=species:S:1:pos:R:3
C 0.3057 1.1547 -0.2589
N 2.0047 -0.3877 0.5828
N 1.8202 -1.4521 0.3080
O 1.6546 -2.5825 0.1510
F 0.4239 0.5207 -1.3968
H 1.0417 2.0136 -0.0632
```

As for the LUMO energy: -0.0102 hartree. As for the orbital gap: 8.799 eV. The value obtained for the HOMO energy is -9.076 eV. The maximum force comes out at 0.0440 hartree/bohr. The energy comes out at -323.11367 Eh. The calculation puts the energy relative to the best compared isomer or geometry (same formula, charge and spin) at 95.5 kcal/mol.

***

2.
Entry from OMol25: one molecule with the formula CHFN2O2S in a non-equilibrium geometry (wB97M-V/def2-TZVPD).

XYZ file:
```
8
Properties=species:S:1:pos:R:3
N -1.4851 2.1255 0.1322
C -1.1970 1.0345 0.0149
N -0.7127 -0.1447 -0.2218
S 0.9247 -0.4964 -0.0734
O 1.5640 0.6005 -0.7142
O 1.1067 -1.8691 -0.3675
F 1.1067 -0.3258 1.5214
H -1.3074 -0.9245 -0.2917
```

As for the LUMO energy: 0.0037 hartree. As for the orbital gap: 11.591 eV. As for the structure (SMILES): N#CNS(=O)(=O)F. The value obtained for the HOMO energy is -11.492 eV. The maximum force comes out at 0.0582 hartree/bohr. The energy comes out at -796.71085 Eh. The calculation puts the energy relative to the best compared isomer or geometry (same formula, charge and spin) at 3.6 kcal/mol.

***

3.
Entry from OMol25: one molecule with the formula CHFN2O3 in a non-equilibrium geometry (wB97M-V/def2-TZVPD).

XYZ file:
```
8
Properties=species:S:1:pos:R:3
O 2.2502 -0.9220 -0.0125
N 1.1932 -0.6410 -0.4456
O 0.2014 -0.6945 0.5832
C -0.9718 -0.1217 0.1760
F -1.6378 0.1455 1.2663
N -0.3792 1.4904 -0.3808
O 0.7659 1.3934 -0.5876
H -1.4219 -0.6501 -0.5990
```

As for the LUMO energy: -0.0287 hartree. As for the orbital gap: 8.562 eV. As for the structure (SMILES): O=NO[C@@H](F)N=O. The value obtained for the HOMO energy is -9.342 eV. The maximum force comes out at 0.0848 hartree/bohr. The energy comes out at -473.58435 Eh. The calculation puts the energy relative to the best compared isomer or geometry (same formula, charge and spin) at 70.7 kcal/mol.

***

4.
Entry from OMol25: CHFN5 as an isolated structure in a non-equilibrium geometry (wB97M-V/def2-TZVPD).

XYZ file:
```
8
Properties=species:S:1:pos:R:3
C -0.0870 0.0987 0.1810
N -1.2434 1.7520 0.6046
N -0.3838 0.9500 1.1729
N -0.7313 0.2850 -0.9469
N -1.4735 1.3787 -0.6374
N 1.0448 -1.3634 0.3172
F 2.2934 -1.1082 -0.3832
H 0.5807 -1.9928 -0.3082
```

As for the LUMO energy: 0.1691 hartree. As for the orbital gap: 10.018 eV. The value obtained for the HOMO energy is -5.416 eV. The maximum force comes out at 0.0845 hartree/bohr. The energy comes out at -412.25772 Eh. Its net charge is -1. The calculation puts the energy relative to the best compared isomer or geometry (same formula, charge and spin) at 28.8 kcal/mol.

***

5.
Entry from OMol25: an isolated ion of composition CHFNO5P and charge -2 in a non-equilibrium geometry (wB97M-V/def2-TZVPD).

XYZ file:
```
10
Properties=species:S:1:pos:R:3
O 0.3119 1.0861 -1.6858
N 0.9182 0.2441 -0.9942
O 1.7648 -0.5159 -1.4608
C 0.6111 0.3347 0.2980
F 1.8033 -0.2523 1.2400
P -1.2525 -0.4801 0.4442
O -1.2579 -0.6122 1.8949
O -1.8786 0.7596 -0.1454
O -1.3432 -1.7474 -0.3215
H 0.3229 1.1834 0.7306
```

As for the LUMO energy: 0.2560 hartree. As for the orbital gap: 7.042 eV. As for the structure (SMILES): O=[N+]([O-])[C@H](F)P(=O)([O-])[O-]. The value obtained for the HOMO energy is -0.076 eV. The maximum force comes out at 0.1265 hartree/bohr. The energy comes out at -910.82465 Eh. Its net charge is -2. The calculation puts the energy relative to the best compared isomer or geometry (same formula, charge and spin) at 32.6 kcal/mol.

***

6.
Entry from OMol25: one molecule with the formula CHFNPS2 in a non-equilibrium geometry (wB97M-V/def2-TZVPD).

XYZ file:
```
7
Properties=species:S:1:pos:R:3
N -3.1393 -1.7047 1.4290
C -2.5885 -1.0413 0.6898
P -1.7189 0.2254 -0.2799
F -2.4641 0.0385 -1.7609
S -1.6757 2.1574 0.2341
S -0.0359 -0.9361 -0.6147
H 0.3920 -0.9084 0.8311
```

As for the LUMO energy: -0.0267 hartree. As for the orbital gap: 9.409 eV. As for the structure (SMILES): N#C[P@@](F)(=S)S. The value obtained for the HOMO energy is -10.137 eV. The maximum force comes out at 0.0604 hartree/bohr. The energy comes out at -1331.07233 Eh. The calculation puts the energy relative to the best compared isomer or geometry (same formula, charge and spin) at 0.0 kcal/mol.

***

7.
Entry from OMol25: a 2-piece molecular cluster, CHFO2 overall in a non-equilibrium geometry (wB97M-V/def2-TZVPD).

XYZ file:
```
5
Properties=species:S:1:pos:R:3
O -1.9179 0.4681 -0.3469
C -1.1885 -0.3877 -0.0303
O -0.4962 -1.2630 0.3349
F 2.3084 0.5351 -0.0200
H 1.2942 0.6474 0.0624
```

As for the LUMO energy: -0.0001 hartree. As for the orbital gap: 13.522 eV. As for the structure (SMILES): O=C=O.F. The value obtained for the HOMO energy is -13.526 eV. The maximum force comes out at 0.0837 hartree/bohr. The energy comes out at -289.07439 Eh. The calculation puts the energy relative to the best compared isomer or geometry (same formula, charge and spin) at 8.6 kcal/mol.

***

8.
Entry from OMol25: CHFO2Tl as an isolated structure in a non-equilibrium geometry (wB97M-V/def2-TZVPD).

XYZ file:
```
6
Properties=species:S:1:pos:R:3
F -0.6834 -2.2810 -1.1576
O -2.0210 -1.6664 -1.2995
Tl -2.1523 -0.8008 0.3773
O 0.4844 0.2237 -0.2397
C 1.3897 -0.2497 -0.6910
H 2.4286 -0.5550 -0.8878
```

As for the LUMO energy (alpha / beta): -0.7953 / -0.7953 hartree. As for the orbital gap (alpha / beta): 7.914 / 7.914 eV. The value obtained for the HOMO energy (alpha / beta) is -29.556 / -29.556 eV. The maximum force comes out at 0.0969 hartree/bohr. The energy comes out at -459.71821 Eh. Its net charge is +3.

***

9.
Entry from OMol25: one molecule with the formula CHFS2 in a non-equilibrium geometry (wB97M-V/def2-TZVPD).

XYZ file:
```
5
Properties=species:S:1:pos:R:3
F -2.7898 1.4580 0.0328
C -1.9351 0.4481 0.0422
S -2.6494 -1.1736 -0.0426
S -0.3156 0.9895 -0.1036
H 0.2587 -0.2156 -0.0581
```

As for the LUMO energy (alpha / beta): -0.0229 / -0.0229 hartree. As for the orbital gap (alpha / beta): 8.620 / 8.621 eV. As for the structure (SMILES): FC(=S)S. The value obtained for the HOMO energy (alpha / beta) is -9.242 / -9.242 eV. The maximum force comes out at 0.0983 hartree/bohr. The energy comes out at -934.90348 Eh. The calculation puts the energy relative to the best compared isomer or geometry (same formula, charge and spin) at 4.3 kcal/mol.

***

10.
Entry from OMol25: a 2-piece molecular cluster, CHFS2 overall in a non-equilibrium geometry (wB97M-V/def2-TZVPD).

XYZ file:
```
5
Properties=species:S:1:pos:R:3
C 0.2483 0.4794 -0.1805
F 1.0538 1.4069 0.2170
S 1.5035 -1.7468 0.2309
S -1.3469 0.3743 0.3081
H -1.4588 -0.5138 -0.5754
```

As for the LUMO energy (alpha / beta): -0.0670 / -0.0674 hartree. As for the orbital gap (alpha / beta): 6.792 / 7.241 eV. The value obtained for the HOMO energy (alpha / beta) is -8.615 / -9.076 eV. The maximum force comes out at 0.0674 hartree/bohr. The energy comes out at -934.74425 Eh. The calculation puts the energy relative to the best compared isomer or geometry (same formula, charge and spin) at 104.2 kcal/mol.

***

11.
Entry from OMol25: CHFeO2 as an isolated structure in a non-equilibrium geometry (wB97M-V/def2-TZVPD).

XYZ file:
```
5
Properties=species:S:1:pos:R:3
H -1.5342 -0.4052 -0.3027
O -1.2013 0.3838 0.2081
C 0.1092 0.2801 0.3965
O 0.6435 -0.8402 0.2105
Fe 1.9828 0.5815 -0.5123
```

As for the LUMO energy (alpha / beta): -0.2044 / -0.3109 hartree. Its expectation value of S² is 12.0145. As for the spin multiplicity: 7. As for the orbital gap (alpha / beta): 8.109 / 9.281 eV. The value obtained for the HOMO energy (alpha / beta) is -13.672 / -17.742 eV. The maximum force comes out at 0.0910 hartree/bohr. The energy comes out at -1452.42803 Eh. Its net charge is +1. The calculation puts the energy relative to the best compared isomer or geometry (same formula, charge and spin) at 0.0 kcal/mol.

***

12.
Entry from OMol25: a 2-piece molecular cluster, CHI2NO overall in a non-equilibrium geometry (wB97M-V/def2-TZVPD).

XYZ file:
```
6
Properties=species:S:1:pos:R:3
C 0.4668 -0.2795 0.2363
N -0.3251 -1.3893 0.0518
O 1.3433 0.0916 -0.4131
I -0.0277 3.9133 -2.2528
I -1.5782 -2.3695 1.1575
H 0.1209 0.0335 1.2204
```

As for the LUMO energy (alpha / beta): -0.0940 / -0.1152 hartree. As for the orbital gap (alpha / beta): 6.809 / 6.547 eV. The value obtained for the HOMO energy (alpha / beta) is -9.366 / -9.683 eV. The maximum force comes out at 0.1020 hartree/bohr. The energy comes out at -763.94586 Eh. The calculation puts the energy relative to the best compared isomer or geometry (same formula, charge and spin) at 61.0 kcal/mol.

***

13.
Entry from OMol25: CHI3O as an isolated structure in a non-equilibrium geometry (wB97M-V/def2-TZVPD).

XYZ file:
```
6
Properties=species:S:1:pos:R:3
C -1.5719 0.1744 0.0646
O -0.4835 0.0434 -0.5372
I -1.7777 -0.7980 2.1989
I -3.4751 -0.9232 -1.1490
I -2.2656 2.1984 0.1286
H 0.2096 -0.4280 -0.1715
```

As for the LUMO energy: -0.0666 hartree. As for the orbital gap: 7.246 eV. The value obtained for the HOMO energy is -9.059 eV. The maximum force comes out at 0.1020 hartree/bohr. The energy comes out at -1006.95874 Eh. The calculation puts the energy relative to the best compared isomer or geometry (same formula, charge and spin) at 39.7 kcal/mol.

***

14.
Entry from OMol25: CHI3O as an isolated structure in a non-equilibrium geometry (wB97M-V/def2-TZVPD).

XYZ file:
```
6
Properties=species:S:1:pos:R:3
C 0.1914 0.0169 -0.3072
O -0.4069 -1.0020 0.1405
I -0.9562 1.8988 0.0177
I 2.2628 0.3096 0.4603
I -1.5295 -1.1010 1.7412
H 0.4384 -0.1224 -2.0525
```

As for the LUMO energy (alpha / beta): -0.0429 / -0.1423 hartree. Its expectation value of S² is 2.0333. As for the spin multiplicity: 3. As for the orbital gap (alpha / beta): 6.707 / 5.178 eV. The value obtained for the HOMO energy (alpha / beta) is -7.874 / -9.049 eV. The maximum force comes out at 0.1077 hartree/bohr. The energy comes out at -1006.78765 Eh. The calculation puts the energy relative to the best compared isomer or geometry (same formula, charge and spin) at 102.4 kcal/mol.

***

15.
Entry from OMol25: CHINOS as an isolated structure in a non-equilibrium geometry (wB97M-V/def2-TZVPD).

XYZ file:
```
6
Properties=species:S:1:pos:R:3
C -1.5117 -0.9225 0.0443
N -0.9188 0.0928 -0.2691
O -2.1378 -1.9023 0.0345
S -0.0744 1.4969 0.1479
I 3.1372 0.0477 0.0082
H 1.5055 1.1874 0.0342
```

As for the LUMO energy: 0.1262 hartree. As for the orbital gap: 7.444 eV. The value obtained for the HOMO energy is -4.009 eV. The maximum force comes out at 0.0820 hartree/bohr. The energy comes out at -864.65102 Eh. Its net charge is -1. The calculation puts the energy relative to the best compared isomer or geometry (same formula, charge and spin) at 2.2 kcal/mol.

***

16.
Entry from OMol25: CHInO3 as an isolated structure in a non-equilibrium geometry (wB97M-V/def2-TZVPD).

XYZ file:
```
6
Properties=species:S:1:pos:R:3
In -1.8225 -1.9963 -2.6320
O 1.1827 1.0261 0.3917
C 0.1910 0.1867 0.3253
O -0.2421 -0.2600 -0.7594
O -0.4670 -0.1971 1.3060
H 1.1578 1.2406 1.3684
```

As for the LUMO energy: -0.6268 hartree. As for the orbital gap: 4.007 eV. The value obtained for the HOMO energy is -21.062 eV. The maximum force comes out at 0.0992 hartree/bohr. The energy comes out at -453.62834 Eh. Its net charge is +2. The calculation puts the energy relative to the best compared isomer or geometry (same formula, charge and spin) at 7.7 kcal/mol.

***

17.
Entry from OMol25: CHLiOPb as an isolated structure in a non-equilibrium geometry (wB97M-V/def2-TZVPD).

XYZ file:
```
5
Properties=species:S:1:pos:R:3
H 0.4365 0.4632 -0.0238
O -1.6395 1.1649 -0.3467
C -0.5274 1.4029 -0.2714
Pb 1.6559 -1.2317 -0.5133
Li 0.0745 -1.7993 1.1552
```

As for the LUMO energy (alpha / beta): -0.0395 / -0.0377 hartree. As for the orbital gap (alpha / beta): 5.431 / 5.448 eV. The value obtained for the HOMO energy (alpha / beta) is -6.506 / -6.474 eV. The maximum force comes out at 0.0470 hartree/bohr. The energy comes out at -314.16219 Eh.

***

18.
Entry from OMol25: an isolated ion of composition CHN2O4S and charge -1 in a non-equilibrium geometry (wB97M-V/def2-TZVPD).

XYZ file:
```
9
Properties=species:S:1:pos:R:3
C -0.0587 1.4339 0.7852
N 0.0343 1.5974 -0.4601
N -0.1616 -0.1696 1.1415
O -0.0362 2.0296 1.8010
O 1.3077 -1.2899 -1.4881
O -1.0183 -1.2123 -2.3018
O -0.6412 -1.0417 0.2642
S -0.0408 -0.7203 -1.3569
H 0.6147 -0.6270 1.6148
```

As for the LUMO energy (alpha / beta): 0.1005 / 0.0999 hartree. As for the orbital gap (alpha / beta): 7.993 / 7.977 eV. The value obtained for the HOMO energy (alpha / beta) is -5.259 / -5.258 eV. The maximum force comes out at 0.0791 hartree/bohr. The energy comes out at -847.28119 Eh. Its net charge is -1. The calculation puts the energy relative to the best compared isomer or geometry (same formula, charge and spin) at 76.7 kcal/mol.

***

19.
Entry from OMol25: CHN3O3S as an isolated structure in a non-equilibrium geometry (wB97M-V/def2-TZVPD).

XYZ file:
```
9
Properties=species:S:1:pos:R:3
C -1.3440 0.6954 2.2350
N -1.7779 1.4463 2.9767
N -0.9648 0.1692 0.0454
N -1.5673 -2.1225 -1.0248
O -1.7421 -0.4037 -0.7395
O -0.7062 -2.5836 -0.3453
O -1.1731 -0.3325 1.4623
S -2.5154 -2.6285 -2.1010
H -0.0257 0.0758 -0.1161
```

As for the LUMO energy: -0.0546 hartree. As for the orbital gap: 8.509 eV. The value obtained for the HOMO energy is -9.996 eV. The maximum force comes out at 0.0661 hartree/bohr. The energy comes out at -826.59621 Eh. The calculation puts the energy relative to the best compared isomer or geometry (same formula, charge and spin) at 200.8 kcal/mol.

***

20.
Entry from OMol25: a 2-piece molecular cluster, CHN3O5 overall in a non-equilibrium geometry (wB97M-V/def2-TZVPD).

XYZ file:
```
10
Properties=species:S:1:pos:R:3
C -0.2087 -2.0498 2.0890
N 0.2173 1.5429 -1.9898
N 0.8633 0.7536 -0.9925
N 0.0467 0.2163 -0.1218
O -1.3687 -2.1757 2.0986
O 0.9168 2.5115 -2.5462
O 0.8530 -2.3403 2.4930
O 0.4898 -0.7339 0.7118
O -1.1606 0.5322 -0.1395
H -0.6489 1.7431 -1.6026
```

As for the LUMO energy (alpha / beta): 0.2216 / 0.2216 hartree. As for the orbital gap (alpha / beta): 3.623 / 3.620 eV. The value obtained for the HOMO energy (alpha / beta) is 2.406 / 2.410 eV. The maximum force comes out at 0.0714 hartree/bohr. The energy comes out at -578.94802 Eh. Its net charge is -2. The calculation puts the energy relative to the best compared isomer or geometry (same formula, charge and spin) at 12.2 kcal/mol.